(1)
Formula: C68H50F9N5O17S3
Source: the OMol25 dataset
Level of theory: the ωB97M-V functional and the def2-TZVPD basis

## Properties
Kohn-Sham gap, eV: 6.93
Spin multiplicity: 1
Highest occupied orbital energy, eV: -8.90

Element x y z (Å)
1 N 0.069 -3.467 -1.711
2 C -0.415 -4.726 -1.120
3 C -0.254 -5.944 -2.042
4 O -0.504 -5.582 -3.392
5 C 1.103 -6.653 -2.043
6 C 1.785 -6.802 -0.696
7 C 2.915 -6.152 -0.262
8 C 3.613 -5.138 -1.140
9 F 4.228 -4.166 -0.410
10 F 2.776 -4.478 -1.946
11 C 4.718 -5.815 -2.040
12 F 4.173 -6.146 -3.215
13 F 5.133 -6.960 -1.456
14 C 5.985 -4.963 -2.246
15 F 5.651 -3.739 -2.683
16 F 6.698 -4.882 -1.121
17 C 6.947 -5.549 -3.328
18 F 8.001 -4.718 -3.383
19 F 6.401 -5.567 -4.531
20 F 7.401 -6.746 -2.988
21 C 3.482 -6.493 1.037
22 C 4.786 -5.916 1.577
23 C 4.624 -4.921 2.754
24 C 5.176 -3.513 2.441
25 S 4.168 -2.122 3.052
26 C 2.767 -2.164 1.986
27 S 1.797 -3.428 1.779
28 N 2.465 -0.945 1.300
29 C 1.610 -0.019 1.829
30 C 1.571 0.955 0.870
31 N 2.368 0.640 -0.168
32 C 2.919 -0.519 0.100
33 C 2.878 -7.399 1.845
34 C 1.699 -8.065 1.448
35 N 0.999 -8.993 2.097
36 S -0.212 -9.403 1.127
37 N 0.083 -8.462 -0.131
38 C 1.176 -7.755 0.173
39 H -0.652 -2.770 -1.577
40 H 0.846 -3.108 -1.169
41 H -0.004 -4.892 -0.124
42 H -1.490 -4.602 -0.979
43 H -1.025 -6.658 -1.754
44 H -1.451 -5.571 -3.542
45 H 1.758 -6.261 -2.801
46 H 0.889 -7.674 -2.358
47 H 5.316 -6.769 1.991
48 H 5.428 -5.521 0.804
49 H 3.608 -4.886 3.121
50 H 5.225 -5.296 3.579
51 H 6.166 -3.421 2.872
52 H 5.299 -3.373 1.374
53 H 1.120 -0.089 2.776
54 H 0.970 1.842 0.935
55 H 3.614 -1.063 -0.507
56 H 3.304 -7.636 2.810
57 C 2.095 2.553 4.617
58 C 2.615 3.110 5.707
59 C 1.804 3.993 6.584
60 O 2.280 4.502 7.575
61 C 0.390 4.229 6.198
62 C -0.131 3.670 5.109
63 C 0.680 2.790 4.235
64 O 0.204 2.285 3.239
65 H 2.669 1.909 3.961
66 H 3.644 2.951 6.006
67 H -0.184 4.876 6.850
68 H -1.159 3.830 4.807
69 C 9.390 -12.120 -1.971
70 C 10.353 -11.848 -2.847
71 C 10.401 -10.547 -3.562
72 O 11.277 -10.300 -4.361
73 C 9.332 -9.562 -3.259
74 C 8.369 -9.834 -2.383
75 C 8.322 -11.134 -1.669
76 O 7.446 -11.381 -0.869
77 H 9.337 -13.062 -1.439
78 H 11.141 -12.552 -3.081
79 H 9.385 -8.620 -3.790
80 H 7.581 -9.130 -2.150
81 C -1.777 7.980 2.938
82 C -2.072 6.705 3.176
83 C -2.873 6.310 4.361
84 O -3.138 5.144 4.569
85 C -3.335 7.384 5.273
86 C -3.047 8.659 5.030
87 C -2.246 9.056 3.843
88 O -2.010 10.226 3.626
89 H -1.197 8.292 2.078
90 H -1.753 5.898 2.529
91 H -3.919 7.072 6.130
92 H -3.378 9.463 5.676
93 C -3.685 1.889 -1.171
94 C -3.594 2.776 -0.184
95 C -2.430 3.689 -0.079
96 O -2.352 4.495 0.825
97 C -1.372 3.580 -1.113
98 C -1.462 2.691 -2.099
99 C -2.627 1.776 -2.207
100 O -2.712 0.969 -3.106
101 H -4.525 1.214 -1.268
102 H -4.355 2.877 0.579
103 H -0.533 4.256 -1.015
104 H -0.701 2.592 -2.862
105 C -4.781 11.224 1.475
106 C -4.393 11.883 2.562
107 C -5.356 12.688 3.357
108 O -5.009 13.289 4.350
109 C -6.769 12.717 2.890
110 C -7.154 12.049 1.805
111 C -6.185 11.253 1.013
112 O -6.525 10.638 0.022
113 H -4.095 10.631 0.883
114 H -3.370 11.861 2.909
115 H -7.458 13.304 3.484
116 H -8.176 12.053 1.451
117 C -9.537 6.383 -0.595
118 C -9.334 5.796 -1.770
119 C -8.453 6.411 -2.795
120 O -8.270 5.873 -3.866
121 C -7.807 7.700 -2.453
122 C -8.009 8.292 -1.278
123 C -8.892 7.678 -0.256
124 O -9.078 8.205 0.822
125 H -10.175 5.949 0.166
126 H -9.793 4.851 -2.035
127 H -7.164 8.128 -3.213
128 H -7.535 9.231 -1.009
129 C 5.079 -2.691 -6.124
130 C 3.958 -2.824 -5.421
131 C 2.647 -2.392 -5.970
132 O 1.627 -2.510 -5.330
133 C 2.639 -1.808 -7.336
134 C 3.760 -1.676 -8.039
135 C 5.070 -2.107 -7.488
136 O 6.092 -1.988 -8.129
137 H 6.044 -2.998 -5.741
138 H 3.944 -3.248 -4.425
139 H 1.674 -1.501 -7.719
140 H 3.776 -1.252 -9.035
141 C -8.949 1.241 0.623
142 C -7.775 1.588 0.103
143 C -6.970 2.689 0.687
144 O -5.899 3.006 0.213
145 C -7.525 3.388 1.874
146 C -8.699 3.041 2.395
147 C -9.504 1.938 1.811
148 O -10.573 1.620 2.285
149 H -9.553 0.441 0.212
150 H -7.353 1.092 -0.762
151 H -6.923 4.188 2.285
152 H -9.119 3.539 3.259

(2)
Formula: CH2F3NS2
Source: the OMol25 dataset
Level of theory: the ωB97M-V functional and the def2-TZVPD basis

## Properties
Kohn-Sham gap (spin up / spin down), eV: 8.16 / 7.35
Spin multiplicity: 1
Highest occupied orbital energy (spin up / spin down), eV: -9.15 / -8.20

Element x y z (Å)
1 C 1.607 2.420 1.808
2 N -0.036 -0.762 0.039
3 F 0.269 2.307 1.854
4 F 1.934 3.398 0.955
5 F 2.077 2.690 3.028
6 S -1.094 0.077 -1.008
7 S 1.578 -0.642 0.119
8 H -0.523 -1.446 0.605
9 H -0.182 0.983 -1.390

(3)
Formula: C33H26CoF5N7O2
Source: the OMol25 dataset
Level of theory: the ωB97M-V functional and the def2-TZVPD basis

## Properties
Net charge: +1
Kohn-Sham gap (spin up / spin down), eV: 7.47 / 7.47
Spin multiplicity: 1
Highest occupied orbital energy (spin up / spin down), eV: -11.03 / -11.03

Element x y z (Å)
1 Co 0.745 -1.535 0.796
2 C 0.873 -3.075 3.270
3 N 1.733 -2.496 2.227
4 C 2.853 -3.280 1.685
5 C 3.363 -2.408 0.579
6 N 2.665 -1.358 0.178
7 C 3.414 -0.774 -0.852
8 C 3.205 0.384 -1.596
9 C 4.161 0.716 -2.532
10 C 5.307 -0.070 -2.731
11 C 5.536 -1.207 -1.985
12 C 4.568 -1.532 -1.044
13 N 4.497 -2.564 -0.109
14 C -0.394 -2.284 3.188
15 N -0.661 -1.532 2.131
16 C -1.986 -1.104 2.277
17 C -2.833 -0.391 1.435
18 C -4.112 -0.143 1.881
19 C -4.558 -0.587 3.137
20 C -3.741 -1.320 3.969
21 C -2.459 -1.576 3.502
22 N -1.415 -2.316 4.049
23 H 1.352 -3.035 4.249
24 H 0.656 -4.114 3.024
25 H 2.135 -1.643 2.621
26 H 2.477 -4.225 1.288
27 H 3.609 -3.492 2.445
28 H 2.338 1.009 -1.445
29 H 4.025 1.609 -3.128
30 H 6.029 0.228 -3.478
31 H 6.425 -1.808 -2.124
32 H 5.177 -3.294 0.022
33 H -2.520 -0.067 0.457
34 H -4.787 0.408 1.242
35 H -5.569 -0.363 3.450
36 H -4.083 -1.686 4.928
37 H -1.440 -2.824 4.917
38 F -0.429 -3.940 0.969
39 C -0.125 -3.043 -0.016
40 F -1.293 -2.587 -0.499
41 C 0.583 -3.885 -1.159
42 F 0.570 -5.183 -0.813
43 F -0.041 -3.757 -2.309
44 F 1.871 -3.554 -1.313
45 O 0.610 -1.157 -2.134
46 C 0.183 -0.169 -1.573
47 N -0.289 0.983 -2.112
48 C -0.804 1.907 -1.119
49 C -0.393 1.152 0.184
50 O -0.525 1.589 1.305
51 N 0.142 -0.041 -0.178
52 C -0.124 3.263 -1.245
53 C 1.055 3.548 -0.566
54 C 1.720 4.747 -0.784
55 C 1.212 5.672 -1.684
56 C 0.033 5.395 -2.362
57 C -0.632 4.198 -2.141
58 C -2.328 2.002 -1.123
59 C -3.109 1.150 -1.893
60 C -4.498 1.231 -1.843
61 C -5.111 2.158 -1.017
62 C -4.333 3.000 -0.231
63 C -2.950 2.921 -0.282
64 H -0.372 1.113 -3.106
65 H 1.449 2.845 0.160
66 H 2.631 4.963 -0.240
67 H 1.727 6.609 -1.851
68 H -0.374 6.115 -3.061
69 H -1.560 3.993 -2.662
70 H -2.641 0.416 -2.536
71 H -5.096 0.568 -2.456
72 H -6.191 2.228 -0.986
73 H -4.805 3.725 0.420
74 H -2.342 3.574 0.333

(4)
Formula: C24H17ClN5O2SV
Source: the OMol25 dataset
Level of theory: the ωB97M-V functional and the def2-TZVPD basis

## Properties
Net charge: +2
Kohn-Sham gap (spin up / spin down), eV: 5.73 / 5.73
Spin multiplicity: 1
Highest occupied orbital energy (spin up / spin down), eV: -14.09 / -14.09

Element x y z (Å)
1 V 1.001 -0.597 0.822
2 N 0.739 -4.790 0.606
3 C 0.511 -3.507 0.869
4 S 1.504 -2.661 2.043
5 N -0.503 -2.908 0.283
6 N -0.647 -1.630 0.650
7 C -1.842 -1.135 0.850
8 C -2.106 0.054 1.593
9 C -3.404 0.536 1.822
10 C -3.630 1.474 2.801
11 C -2.576 1.933 3.601
12 C -1.286 1.484 3.402
13 C -1.039 0.582 2.373
14 O 0.154 0.117 2.059
15 H 1.420 -5.312 1.130
16 H 0.066 -5.296 0.050
17 H -2.672 -1.774 0.559
18 H -4.224 0.152 1.227
19 H -4.630 1.840 2.984
20 H -2.776 2.642 4.393
21 H -0.460 1.832 4.009
22 Cl 1.896 -4.425 -5.290
23 C 1.928 -3.471 -3.870
24 C 2.908 -3.696 -2.902
25 C 2.918 -2.967 -1.731
26 C 1.941 -2.000 -1.518
27 O 1.836 -1.328 -0.376
28 C 0.994 -1.709 -2.525
29 C 0.196 -0.508 -2.375
30 N 0.056 0.100 -1.256
31 C -0.386 1.420 -1.116
32 C -1.413 2.034 -1.787
33 C -1.696 3.390 -1.539
34 C -0.943 4.117 -0.657
35 C 0.127 3.512 0.042
36 C 0.965 4.192 0.952
37 C 1.998 3.522 1.556
38 C 2.164 2.154 1.306
39 N 1.383 1.481 0.481
40 C 0.385 2.142 -0.177
41 C 0.995 -2.461 -3.694
42 H 3.667 -4.447 -3.076
43 H 3.673 -3.130 -0.973
44 H -0.183 -0.051 -3.292
45 H -2.008 1.474 -2.498
46 H -2.516 3.858 -2.067
47 H -1.153 5.166 -0.494
48 H 0.784 5.237 1.170
49 H 2.673 4.024 2.234
50 H 2.947 1.598 1.812
51 H 0.265 -2.263 -4.469

(5)
Formula: C11H12N2O2
Source: the OMol25 dataset
Level of theory: the ωB97M-V functional and the def2-TZVPD basis

## Properties
Kohn-Sham gap (spin up / spin down), eV: 7.27 / 7.46
Spin multiplicity: 3
Highest occupied orbital energy (spin up / spin down), eV: -6.79 / -9.14

Element x y z (Å)
1 C 4.178 0.869 0.306
2 C 4.280 -0.615 0.300
3 C 2.965 1.514 0.181
4 C 3.138 -1.373 0.259
5 C 1.806 0.710 0.181
6 C 1.803 -0.772 0.190
7 C -2.572 -0.482 -0.394
8 C -2.654 0.042 1.008
9 C -1.355 0.093 -1.087
10 C -1.196 0.319 1.392
11 C -0.465 0.198 0.101
12 N 0.573 1.166 -0.051
13 N 0.674 -1.455 0.135
14 O 0.146 2.398 -0.182
15 O 0.345 -2.625 0.062
16 H 5.099 1.462 0.222
17 H 5.245 -1.231 0.408
18 H 2.768 2.540 0.134
19 H 3.077 -2.506 0.287
20 H -2.564 -1.598 -0.437
21 H -3.573 -0.095 -0.829
22 H -2.978 1.082 0.925
23 H -3.115 -0.653 1.777
24 H -0.783 -0.521 -1.794
25 H -1.653 1.125 -1.482
26 H -1.145 1.375 1.740
27 H -0.978 -0.368 2.234

(6)
Formula: C5H14N2
Source: the OMol25 dataset
Level of theory: the ωB97M-V functional and the def2-TZVPD basis

## Properties
Net charge: +2
SMILES: C=[NH+]CC[C@H](C)[NH3+]
Kohn-Sham gap, eV: 12.06
Spin multiplicity: 1
Highest occupied orbital energy, eV: -20.49

Element x y z (Å)
1 C 0.319 2.012 2.653
2 N 0.604 0.981 1.962
3 C -0.381 0.222 1.186
4 C -0.249 0.414 -0.347
5 C 0.233 -0.761 -1.208
6 C 0.267 -0.351 -2.683
7 N -0.714 -1.985 -1.071
8 H 1.113 2.518 3.180
9 H -0.682 2.404 2.741
10 H 1.579 0.688 1.974
11 H -0.396 -0.828 1.491
12 H -1.359 0.542 1.509
13 H -1.102 0.920 -0.784
14 H 0.550 1.155 -0.480
15 H 1.200 -1.102 -0.847
16 H 1.256 -0.011 -2.956
17 H 0.050 -1.194 -3.329
18 H -0.439 0.456 -2.859
19 H -0.214 -2.734 -0.583
20 H -1.135 -2.271 -1.962
21 H -1.537 -1.778 -0.503

Question: Number 3 is which compound?
Answer: C33H26CoF5N7O2